Entry 1:
Density functional theory data (ωB97M-V/def2-TZVPD) for a single C2H3NO2S2 molecule.

Calculated values
E_LUMO (alpha / beta) ... -1.4322 / -1.5599 eV
Energy above the lowest of the compared OMol25 structures with the same formula, charge and spin ... 6.175 eV
Gap between HOMO and LUMO (alpha / beta) ... 7.07 / 6.98 eV
HOMO level (alpha / beta) ... -0.31256 / -0.31378 Eh
Strongest force on any atom ... 3.96 eV/Å

Element x y z (Å)
C: -0.146 0.152 0.312
C: 1.149 -0.278 0.023
N: 2.260 0.404 0.013
O: 2.227 1.820 -0.053
O: 3.379 -0.018 -0.140
S: -1.461 -0.737 -0.213
S: 1.528 -2.095 0.091
H: 1.371 2.124 0.015
H: -2.338 -0.261 0.668
H: 0.290 -2.419 0.048

=====

Entry 2:
Density functional theory data (ωB97M-V/def2-TZVPD) for a 2-piece molecular cluster, C2H3NO3 overall.

Calculated values
E_LUMO ... -2.7947 eV
Energy above the lowest of the compared OMol25 structures with the same formula, charge and spin ... 5.427 eV
Gap between HOMO and LUMO ... 6.63 eV
HOMO level ... -0.34620 Eh
Strongest force on any atom ... 8.62 eV/Å

Element x y z (Å)
O: -1.910 1.573 1.143
C: -1.142 0.622 1.005
N: -0.425 0.062 -0.032
C: 1.112 -0.516 -1.233
O: 1.741 -1.255 -0.410
O: 1.575 0.448 -1.806
H: -1.234 0.036 1.969
H: -0.819 0.290 -0.966
H: 1.103 -1.260 0.330

=====

Entry 3:
Density functional theory data (ωB97M-V/def2-TZVPD) for a 2-piece molecular cluster, C2H3NO3 overall.

Calculated values
E_LUMO ... 0.7057 eV
Energy above the lowest of the compared OMol25 structures with the same formula, charge and spin ... 2.824 eV
Gap between HOMO and LUMO ... 10.65 eV
HOMO level ... -0.36553 Eh
Strongest force on any atom ... 4.90 eV/Å

Element x y z (Å)
C: 2.309 -0.159 0.016
C: -1.009 -0.843 -0.084
N: -1.100 0.292 -0.604
O: 2.978 0.733 -0.075
O: 1.655 -1.064 0.172
O: -1.092 1.388 0.277
H: -0.909 -0.860 1.033
H: -1.136 -1.586 -0.817
H: -1.697 2.099 0.082

=====

Entry 4:
Density functional theory data (ωB97M-V/def2-TZVPD) for C2H3NO3 as an isolated structure.

Calculated values
E_LUMO ... 0.1482 eV
Energy above the lowest of the compared OMol25 structures with the same formula, charge and spin ... 3.334 eV
Gap between HOMO and LUMO ... 10.53 eV
HOMO level ... -0.38143 Eh
Strongest force on any atom ... 4.23 eV/Å

Element x y z (Å)
O: 2.359 -0.392 -0.702
C: 1.361 0.059 -0.190
N: 0.225 0.763 -0.561
C: -1.144 -0.332 0.007
O: -1.592 0.468 0.971
O: -1.516 -1.351 -0.407
H: 1.266 -0.296 0.874
H: -0.206 0.537 -1.460
H: -0.752 0.544 1.468

=====

Entry 5:
Density functional theory data (ωB97M-V/def2-TZVPD) for C2H3NO3 as an isolated structure.

Calculated values
E_LUMO ... 0.5175 eV
Energy above the lowest of the compared OMol25 structures with the same formula, charge and spin ... 5.855 eV
Gap between HOMO and LUMO ... 10.10 eV
HOMO level ... -0.35229 Eh
Strongest force on any atom ... 4.19 eV/Å

Element x y z (Å)
C: 1.052 0.446 0.140
O: -0.680 0.611 0.496
O: 1.647 -0.711 0.473
N: -0.861 -0.470 -0.645
C: -1.966 -0.192 -0.136
O: -3.140 -0.302 0.001
H: 1.512 -1.356 -0.242
H: 1.099 0.732 -0.908
H: 1.337 1.241 0.821

=====

Entry 6:
Density functional theory data (ωB97M-V/def2-TZVPD) for C2H3NO3S as an isolated structure.

Calculated values
Spin multiplicity ... 3
E_LUMO (alpha / beta) ... 0.2984 / -2.9002 eV
Energy above the lowest of the compared OMol25 structures with the same formula, charge and spin ... 2.498 eV
Expectation value of S² ... 2.02
Gap between HOMO and LUMO (alpha / beta) ... 7.70 / 7.18 eV
HOMO level (alpha / beta) ... -0.27206 / -0.37026 Eh
Strongest force on any atom ... 3.92 eV/Å

Element x y z (Å)
C: 1.661 0.801 -0.059
C: 0.545 -0.034 -0.375
N: -0.694 -0.090 1.078
O: 1.568 1.933 0.365
O: -1.319 -1.246 1.119
O: -2.008 -0.129 -1.055
S: -1.078 0.781 -0.381
H: 2.641 0.337 -0.286
H: 0.626 -1.045 -0.737
H: -1.943 -1.308 0.331

=====

Entry 7:
Density functional theory data (ωB97M-V/def2-TZVPD) for a single C2H3NO4 molecule.

Calculated values
E_LUMO ... 0.1571 eV
Energy above the lowest of the compared OMol25 structures with the same formula, charge and spin ... 5.827 eV
Gap between HOMO and LUMO ... 11.12 eV
HOMO level ... -0.40296 Eh
Strongest force on any atom ... 4.38 eV/Å

Element x y z (Å)
C: -0.255 1.848 -0.905
C: 0.633 -0.547 0.368
N: 1.406 -1.391 -0.634
O: -0.116 0.558 -0.405
O: 1.681 -0.889 -1.640
O: 1.744 -2.444 -0.224
O: -0.360 2.982 -0.481
H: -0.517 1.836 -1.958
H: 1.401 -0.102 0.930
H: -0.129 -1.235 0.691

=====

Entry 8:
Density functional theory data (ωB97M-V/def2-TZVPD) for a 2-piece molecular cluster, C2H3NO4 overall.

Calculated values
E_LUMO (alpha / beta) ... -3.1069 / -3.6939 eV
Energy above the lowest of the compared OMol25 structures with the same formula, charge and spin ... 7.671 eV
Gap between HOMO and LUMO (alpha / beta) ... 7.60 / 6.66 eV
HOMO level (alpha / beta) ... -0.39349 / -0.38052 Eh
Strongest force on any atom ... 6.57 eV/Å

Element x y z (Å)
C: 1.875 -0.802 0.375
C: -0.613 0.361 -0.547
N: -1.846 0.457 0.148
O: 2.287 -0.355 -0.670
O: -1.949 1.609 0.663
O: -2.705 -0.418 0.060
O: 0.785 -0.772 0.865
H: 2.768 -1.180 1.011
H: -0.181 1.333 -0.494
H: -0.421 -0.233 -1.410

=====

Entry 9:
Density functional theory data (ωB97M-V/def2-TZVPD) for a 2-piece molecular cluster, C2H3NO4 overall.

Calculated values
E_LUMO ... 0.2063 eV
Energy above the lowest of the compared OMol25 structures with the same formula, charge and spin ... 6.076 eV
Gap between HOMO and LUMO ... 10.78 eV
HOMO level ... -0.38867 Eh
Strongest force on any atom ... 2.58 eV/Å

Element x y z (Å)
C: -2.005 -0.642 0.089
C: 0.769 -0.442 0.557
N: -2.667 0.499 -0.457
O: -2.290 1.755 -0.231
O: -1.274 -1.475 -0.292
O: -2.917 -0.262 0.890
O: 0.214 0.588 0.240
H: 0.856 -0.882 1.558
H: 1.442 -0.855 -0.216
H: -1.409 2.016 0.161

=====

Entry 10:
Density functional theory data (ωB97M-V/def2-TZVPD) for C2H3NOS as an isolated structure.

Calculated values
E_LUMO ... 0.6178 eV
Energy above the lowest of the compared OMol25 structures with the same formula, charge and spin ... 2.987 eV
Gap between HOMO and LUMO ... 9.15 eV
HOMO level ... -0.31369 Eh
Strongest force on any atom ... 5.78 eV/Å

Element x y z (Å)
C: -0.085 1.314 0.259
C: 1.209 -0.629 0.004
H: 0.210 1.202 1.471
H: -0.446 2.454 -0.313
H: 2.128 -0.997 -0.277
N: 0.079 -1.273 0.269
O: 1.179 0.608 -0.265
S: -1.164 -0.170 -0.139

=====

Entry 11:
Density functional theory data (ωB97M-V/def2-TZVPD) for a single C2H3NOS molecule.

Calculated values
E_LUMO ... -1.5434 eV
Energy above the lowest of the compared OMol25 structures with the same formula, charge and spin ... 4.850 eV
Gap between HOMO and LUMO ... 7.45 eV
HOMO level ... -0.33062 Eh
Strongest force on any atom ... 6.11 eV/Å

Element x y z (Å)
C: -0.058 -0.210 0.849
C: -0.030 1.184 0.238
H: -0.223 -1.694 -1.630
H: -0.606 -0.555 1.914
H: 0.034 0.901 -0.983
N: -0.076 -1.265 -0.060
O: 0.375 -0.877 -1.393
S: 0.583 2.516 1.064

=====

Entry 12:
Density functional theory data (ωB97M-V/def2-TZVPD) for a single C2H3NOS molecule.

Calculated values
E_LUMO ... 0.3460 eV
Energy above the lowest of the compared OMol25 structures with the same formula, charge and spin ... 2.315 eV
Gap between HOMO and LUMO ... 9.04 eV
HOMO level ... -0.31962 Eh
Strongest force on any atom ... 3.66 eV/Å

Element x y z (Å)
C: -0.065 -1.330 -0.157
C: 0.429 0.828 0.067
N: 0.830 -0.497 -0.251
O: -0.868 1.083 -0.312
S: -1.886 -0.177 0.090
H: -0.077 -2.370 -0.136
H: 0.414 1.000 1.127
H: 1.224 1.463 -0.428